Model w:
{
  "formula": "C2H7N2",
  "method": "wB97M-V/def2-TZVPD",
  "charge": 1,
  "homo_energy_ev": [-14.24, -12.89],
  "orbital_gap_ev": [9.262, 8.641],
  "species": ["C", "H", "C", "H", "H", "H", "N", "H", "H", "N", "H"],
  "coordinates": [[0.17404, 1.25367, -0.87731], [0.38269, 0.33038, 1.24668], [-0.17188, -0.48401, 0.71764], [-0.30916, 1.68041, -1.68148], [-0.89656, -0.52319, -1.23496], [2.46641, 1.65530, -1.93522], [-0.61027, -1.53895, 1.31489], [-0.18467, -1.93530, 2.15512], [0.62479, 1.80903, -0.06412], [-0.38050, 0.05440, -0.51023], [-1.09490, -2.30174, 0.86898]],
  "nbo_charge": [-0.13, 0.22, 0.37, 0.21, 0.44, 0.02, -0.70, 0.45, 0.20, -0.52, 0.43]
}

=====

Model x:
{
  "formula": "C2H7N2",
  "method": "wB97M-V/def2-TZVPD",
  "charge": 1,
  "homo_energy_ev": -13.67,
  "orbital_gap_ev": 4.633,
  "species": ["N", "N", "C", "H", "H", "H", "C", "H", "H", "H", "H"],
  "coordinates": [[-1.92314, 1.65601, -1.05777], [2.10854, -2.04858, 0.94086], [-0.38600, 0.24628, 0.31369], [2.15888, -2.59528, 1.89257], [-1.93549, 2.46455, -0.41421], [3.05579, -1.62110, 0.88465], [-0.99686, 0.53940, -0.83808], [1.38871, -1.27869, 0.79602], [-2.46583, 1.59849, -1.84176], [-0.72637, 0.03941, -1.76660], [-0.27823, 0.99952, 1.09064]],
  "nbo_charge": [-0.64, -0.99, 0.21, 0.40, 0.44, 0.38, -0.06, 0.34, 0.42, 0.28, 0.23]
}

=====

The most stable of them is model w.

=====

Model w:
{
  "formula": "C2H8N2O3S",
  "method": "wB97M-V/def2-TZVPD",
  "homo_energy_ev": -9.69,
  "orbital_gap_ev": 10.274,
  "smiles": "CN(C)S(=O)(=O)NO",
  "species": ["N", "O", "N", "H", "H", "H", "C", "C", "O", "H", "S", "H", "O", "H", "H", "H"],
  "coordinates": [[0.32051, -0.50806, -0.21920], [1.47032, 1.69394, -0.64250], [-0.89678, 1.92745, -0.33799], [2.19932, -1.46429, 0.01505], [2.02314, -0.57618, -1.50290], [1.02048, -2.11117, -1.23101], [1.43056, -1.21788, -0.79157], [-0.56924, -1.36084, 0.63376], [0.40354, 1.27163, 1.67565], [-0.97608, 1.88328, -1.37591], [0.42047, 1.07388, 0.23640], [-1.22898, -2.03668, -0.04522], [-2.09857, 1.56427, 0.29694], [-2.40924, 2.46045, 0.68676], [0.07507, -2.01576, 1.36982], [-1.18450, -0.58404, 1.23190]],
  "nbo_charge": [-0.70, -0.94, -0.57, 0.19, 0.25, 0.21, -0.41, -0.44, -0.90, 0.38, 2.35, 0.21, -0.57, 0.48, 0.20, 0.25]
}

=====

Model x:
{
  "formula": "C2H8N2O3S",
  "method": "wB97M-V/def2-TZVPD",
  "homo_energy_ev": [-8.31, -8.94],
  "orbital_gap_ev": [6.895, 9.251],
  "species": ["C", "H", "H", "H", "H", "O", "H", "O", "C", "S", "O", "H", "N", "H", "H", "N"],
  "coordinates": [[-1.90123, -0.25399, -0.97985], [-0.49138, 1.29315, 1.63224], [2.15723, 0.35949, 1.43882], [-0.41562, 1.79076, -0.14326], [-1.86051, 1.79331, 1.02511], [1.28420, 0.15295, -1.32420], [3.13422, -1.00262, 1.39677], [-0.57101, -1.14197, 0.78083], [-0.91855, 1.25436, 0.65188], [1.71533, -0.97525, -0.50954], [2.37369, -1.98182, -1.26604], [-2.64932, 0.47570, -0.76032], [2.74355, -0.29778, 0.76101], [-1.24232, 0.00758, -1.77288], [-2.19463, -1.30882, -1.17594], [-1.16364, -0.16504, 0.24537]],
  "nbo_charge": [-0.46, 0.22, 0.40, 0.24, 0.21, -0.93, 0.39, -0.41, -0.49, 1.97, -0.88, 0.21, -1.02, 0.23, 0.23, 0.09]
}

=====

The most stable of them is model w.

=====

Model w:
{
  "formula": "C3H8S",
  "method": "wB97M-V/def2-TZVPD",
  "homo_energy_ev": -8.81,
  "orbital_gap_ev": 8.758,
  "species": ["S", "H", "C", "C", "H", "H", "H", "C", "H", "H", "H", "H"],
  "coordinates": [[-2.52790, 0.34570, 1.43277], [1.63014, -1.17043, -0.32073], [-0.16422, 0.06982, 1.02091], [-0.08601, 0.06716, -0.35475], [2.17948, 0.41409, -0.73975], [-0.74140, -0.82352, -0.63813], [-0.32807, 1.01792, -0.92847], [1.32725, -0.31242, -0.87895], [0.12382, 0.92460, 1.59803], [-2.67801, 0.95112, 0.22720], [1.08366, -0.63259, -1.90494], [0.18127, -0.85144, 1.48680]],
  "nbo_charge": [-0.32, 0.20, -0.19, -0.50, 0.21, 0.23, 0.22, -0.60, 0.20, 0.12, 0.22, 0.20]
}

=====

Model x:
{
  "formula": "C3H8S",
  "method": "wB97M-V/def2-TZVPD",
  "homo_energy_ev": -8.34,
  "orbital_gap_ev": 8.526,
  "smiles": "CCSC",
  "species": ["H", "C", "C", "H", "H", "H", "S", "H", "H", "C", "H", "H"],
  "coordinates": [[-1.72720, 1.89777, 1.98595], [-1.30218, 1.85566, 0.93471], [1.16273, -0.40603, -0.38045], [2.09101, -0.66985, 0.12776], [-2.06877, 1.51681, 0.24352], [1.12051, -2.55544, -0.74387], [0.22122, 0.83822, 0.63671], [1.51077, -0.02205, -1.28322], [-1.12594, 2.85222, 0.50055], [0.47827, -1.70634, -0.61692], [-0.14620, -1.64237, -1.60706], [-0.21423, -1.95859, 0.20231]],
  "nbo_charge": [0.25, -0.67, -0.42, 0.24, 0.22, 0.21, -0.04, 0.20, 0.22, -0.63, 0.20, 0.22]
}

=====

The most stable of them is model w.

=====

Model w:
{
  "formula": "C3H8S",
  "method": "wB97M-V/def2-TZVPD",
  "homo_energy_ev": -9.09,
  "orbital_gap_ev": 10.110,
  "smiles": "CCCS",
  "species": ["H", "H", "H", "C", "C", "H", "H", "H", "H", "H", "S", "C"],
  "coordinates": [[-0.88736, -1.47060, 0.26734], [-0.71769, 2.26066, 0.30631], [0.18417, 0.22667, 1.42403], [0.23166, 0.43911, 0.28650], [-0.93929, 1.27728, -0.14247], [-0.88628, 1.31665, -1.14922], [2.20103, -1.39433, 0.01496], [-1.82120, 0.80570, 0.33107], [1.19406, 0.86574, 0.00002], [-0.00836, -1.01733, -1.27014], [1.33739, -2.35613, 0.19026], [0.11188, -0.95342, -0.25866]],
  "nbo_charge": [0.20, 0.21, 0.20, -0.42, -0.60, 0.20, 0.11, 0.21, 0.20, 0.19, -0.07, -0.44]
}

=====

Model x:
{
  "formula": "C3H8S",
  "method": "wB97M-V/def2-TZVPD",
  "homo_energy_ev": -9.28,
  "orbital_gap_ev": 10.131,
  "smiles": "C=CC.S",
  "species": ["H", "H", "S", "H", "H", "H", "C", "H", "H", "C", "H", "C"],
  "coordinates": [[-3.50200, 0.58581, 0.07189], [0.97838, 1.65409, 0.13593], [-2.64547, -0.44698, 0.07857], [1.99714, -1.08330, -0.19022], [-0.33184, -0.20891, 1.50346], [0.20301, 0.75187, -1.17639], [1.10499, 0.87919, -0.58767], [-2.12358, 0.00279, -1.07368], [0.60917, -1.83371, 1.32441], [1.28521, -0.40850, 0.10893], [1.95906, 0.93343, -1.25425], [0.46592, -0.82579, 1.05902]],
  "nbo_charge": [0.14, 0.22, -0.28, 0.19, 0.20, 0.21, -0.66, 0.14, 0.19, -0.17, 0.21, -0.41]
}

=====

The most stable of them is model w.